--- P ---
{"formula": "C4H9NO", "method": "ωB97M-V/def2-TZVPD", "species": ["C", "N", "C", "C", "C", "O", "H", "H", "H", "H", "H", "H", "H", "H", "H"], "positions_angstrom": [[-1.59, -0.88, -0.22], [-0.50, -0.14, 0.36], [-0.70, 1.30, 0.25], [0.77, -0.54, -0.19], [1.86, 0.06, 0.58], [3.07, -0.04, 0.05], [-1.70, -0.71, -1.31], [-2.54, -0.59, 0.26], [-1.44, -1.95, -0.05], [-1.64, 1.58, 0.74], [0.12, 1.82, 0.75], [-0.74, 1.64, -0.80], [0.90, -0.32, -1.27], [0.89, -1.63, -0.07], [3.25, 0.41, 0.92]], "homo_ev": -8.5, "spin_multiplicity": 1}

***

--- Q ---
{"formula": "C4H9NO", "method": "ωB97M-V/def2-TZVPD", "species": ["C", "C", "C", "N", "C", "O", "H", "H", "H", "H", "H", "H", "H", "H", "H"], "positions_angstrom": [[-1.41, 0.81, 0.13], [-1.16, -0.62, -0.33], [0.15, -1.20, 0.21], [1.32, -0.51, -0.29], [1.77, -0.10, -1.33], [2.32, 0.34, -2.27], [-2.34, 1.20, -0.29], [-1.49, 0.87, 1.22], [-0.60, 1.48, -0.18], [-1.14, -0.67, -1.43], [-1.97, -1.27, 0.01], [0.24, -2.26, -0.05], [0.17, -1.13, 1.30], [1.99, 1.26, 1.40], [2.14, 1.79, 1.90]], "smiles": "CCCN=C=O.[H][H]", "homo_ev": -10.3, "spin_multiplicity": 1}

***

Last place for stability: P

***

--- P ---
{"formula": "C5H10ClN", "method": "ωB97M-V/def2-TZVPD", "species": ["C", "C", "C", "C", "C", "N", "Cl", "H", "H", "H", "H", "H", "H", "H", "H", "H", "H"], "positions_angstrom": [[-2.39, -1.66, 0.12], [1.13, -0.45, -0.13], [-2.51, -0.36, 0.01], [1.54, -0.24, 1.35], [1.41, 1.66, -1.25], [0.94, 0.32, -1.11], [-4.09, 0.42, 0.28], [-3.11, -2.51, 0.20], [-1.30, -2.00, -0.06], [0.78, -1.41, -0.36], [-1.77, 0.47, -0.11], [2.38, -0.84, 1.55], [0.75, -0.58, 1.92], [1.60, 0.94, 1.35], [1.55, 2.41, -0.28], [2.41, 1.72, -1.62], [0.69, 2.10, -1.86]], "smiles": "C/C=N\\C.C=CCl", "homo_ev": -9.3, "spin_multiplicity": 1}

***

--- Q ---
{"formula": "C5H10ClN", "method": "ωB97M-V/def2-TZVPD", "species": ["C", "C", "C", "C", "C", "H", "H", "H", "H", "H", "H", "H", "H", "H", "H", "N", "Cl"], "positions_angstrom": [[1.28, -0.53, 1.08], [0.04, 0.30, 1.14], [-0.51, 1.05, -0.03], [0.15, 1.20, -1.39], [-1.18, -1.41, -0.23], [2.12, -0.10, 1.68], [1.66, -0.60, 0.06], [1.11, -1.51, 1.42], [-0.14, 0.76, 2.10], [-1.09, 1.97, 0.20], [0.56, 0.29, -1.83], [-0.66, 1.59, -2.07], [-1.64, -2.16, 0.48], [-1.79, -1.31, -1.14], [-0.25, -1.81, -0.54], [-1.12, -0.14, 0.45], [1.46, 2.43, -1.37]], "smiles": "C[C@H]1[C@@H](CCl)N1C", "homo_ev": -8.7, "spin_multiplicity": 1}

***

--- R ---
{"formula": "C5H10ClN", "method": "ωB97M-V/def2-TZVPD", "species": ["C", "C", "C", "C", "C", "N", "Cl", "H", "H", "H", "H", "H", "H", "H", "H", "H", "H"], "positions_angstrom": [[0.80, 0.22, 1.02], [-0.81, 0.25, -0.76], [1.74, 1.11, 0.44], [-1.93, -0.33, 0.14], [-0.07, -0.65, -1.64], [1.10, -0.31, 2.15], [0.10, -1.54, 2.85], [-1.04, 1.29, -1.00], [1.30, 1.53, -0.42], [2.65, 0.49, 0.26], [2.06, 1.87, 1.17], [-2.03, 0.22, 1.03], [-1.42, -1.27, 0.57], [-2.94, -0.36, -0.14], [-0.59, -0.87, -2.60], [0.26, -1.59, -1.26], [0.83, -0.07, -1.80]], "homo_ev": [-8.2, -8.1], "spin_multiplicity": 1}

***

Last place for stability: R

***

--- P ---
{"formula": "C5H10ClN", "method": "ωB97M-V/def2-TZVPD", "species": ["C", "C", "C", "C", "C", "H", "H", "H", "H", "H", "H", "H", "H", "H", "H", "N", "Cl"], "positions_angstrom": [[-2.22, 0.33, 0.53], [-0.97, 0.83, -0.07], [1.33, 0.47, -0.89], [2.03, -0.73, -0.31], [0.62, -1.22, 0.30], [-2.92, 1.09, 0.78], [-2.02, -0.27, 1.47], [-1.19, 1.77, -0.72], [-0.64, 1.47, 0.93], [1.49, 1.10, -2.01], [1.63, 1.27, -0.25], [2.73, -0.55, 0.77], [2.56, -1.52, -0.98], [0.36, -2.38, 0.26], [0.32, -0.81, 1.38], [-0.03, -0.14, -0.49], [-3.06, -0.72, -0.69]], "smiles": "ClCCN1CCC1", "homo_ev": -8.4, "spin_multiplicity": 1}

***

--- Q ---
{"formula": "C5H10ClN", "method": "ωB97M-V/def2-TZVPD", "species": ["C", "C", "C", "C", "C", "H", "H", "H", "H", "H", "H", "H", "H", "H", "H", "N", "Cl"], "positions_angstrom": [[1.65, -1.23, -0.45], [0.31, -1.45, 0.19], [-0.73, -0.41, 0.41], [-0.57, 1.10, 0.13], [-1.03, -1.12, -1.95], [2.44, -1.15, 0.31], [1.76, -0.34, -1.07], [1.89, -2.04, -1.14], [0.32, -2.26, 0.90], [-1.21, -0.55, 1.41], [-0.02, 1.17, -0.79], [-1.53, 1.58, 0.04], [-0.84, -2.06, -2.50], [-2.01, -0.73, -2.26], [-0.31, -0.36, -2.34], [-0.95, -1.40, -0.56], [0.49, 2.07, 1.26]], "smiles": "C[C@H]1[C@@H](CCl)N1C", "homo_ev": -8.8, "spin_multiplicity": 1}

***

Last place for stability: P

***

--- P ---
{"formula": "C3H9N2P", "method": "ωB97M-V/def2-TZVPD", "species": ["C", "C", "C", "N", "N", "P", "H", "H", "H", "H", "H", "H", "H", "H", "H"], "positions_angstrom": [[-0.14, -0.30, 0.08], [0.35, -1.66, 0.19], [-2.31, 1.07, 0.28], [-1.70, -0.21, 0.35], [2.43, 0.24, -0.24], [0.87, 1.10, -0.38], [1.35, -1.53, 0.54], [-0.46, -2.34, 0.67], [0.54, -2.17, -0.66], [-1.65, 1.88, 0.36], [-2.97, 1.02, 1.16], [-2.89, 1.23, -0.60], [3.19, 0.61, -0.77], [2.64, 0.38, 0.75], [0.73, 0.69, -1.74]], "smiles": "C/N=C(/C)PN", "homo_ev": [-8.5, -8.5], "spin_multiplicity": 1}

***

--- Q ---
{"formula": "C3H9N2P", "method": "ωB97M-V/def2-TZVPD", "species": ["C", "C", "C", "N", "N", "P", "H", "H", "H", "H", "H", "H", "H", "H", "H"], "positions_angstrom": [[1.13, -0.63, -0.05], [1.92, 0.61, -0.26], [0.57, -2.41, 1.53], [0.91, -1.32, 0.88], [-1.34, 0.91, -0.32], [-2.11, 1.35, -1.84], [2.41, 0.66, -1.17], [1.28, 1.49, -0.27], [2.74, 0.63, 0.51], [1.26, -3.20, 1.68], [-2.56, 2.62, -1.46], [-0.31, -2.42, 2.24], [-0.64, 0.23, -0.56], [-2.02, 0.64, 0.39], [-3.24, 0.83, -1.32]], "homo_ev": -7.5, "spin_multiplicity": 1}

***

Last place for stability: Q

***

--- P ---
{"formula": "C3H10N4S", "method": "ωB97M-V/def2-TZVPD", "species": ["C", "C", "C", "N", "N", "N", "N", "S", "H", "H", "H", "H", "H", "H", "H", "H", "H", "H"], "positions_angstrom": [[-0.16, 0.24, -0.66], [-0.67, 2.44, 0.52], [0.77, -2.02, -1.02], [-0.30, 0.27, 1.66], [-0.37, 1.05, 0.40], [0.23, -0.97, -0.22], [0.01, -1.02, 1.22], [-0.23, 0.98, -2.22], [-1.73, 2.62, 0.41], [-0.25, 2.69, 1.43], [-0.14, 3.08, -0.19], [0.82, -2.86, -0.37], [1.69, -1.80, -1.42], [0.07, -2.30, -1.85], [0.35, 0.80, 2.28], [0.97, -1.37, 1.61], [-0.88, -1.68, 1.41], [-0.20, -0.15, -3.00]], "total_charge": 2, "homo_ev": -18.5, "spin_multiplicity": 1}

***

--- Q ---
{"formula": "C3H10N4S", "method": "ωB97M-V/def2-TZVPD", "species": ["C", "C", "C", "N", "N", "N", "N", "S", "H", "H", "H", "H", "H", "H", "H", "H", "H", "H"], "positions_angstrom": [[-1.98, 1.12, 0.30], [1.18, -0.71, -1.49], [-2.79, -1.25, 0.59], [2.34, 0.31, 0.33], [1.36, 0.21, -0.41], [-2.30, 0.04, 0.35], [2.62, 1.40, 1.05], [-1.38, 2.62, -0.09], [1.54, -0.07, -2.34], [1.72, -1.65, -1.51], [0.06, -0.83, -1.68], [-3.93, -1.04, 0.89], [-2.24, -1.85, 1.23], [-2.84, -1.65, -0.41], [3.23, -0.40, 0.35], [2.78, 1.26, 2.04], [2.09, 2.23, 0.85], [-2.36, 3.11, 0.68]], "total_charge": 2, "homo_ev": -18.7, "spin_multiplicity": 1}

***

Last place for stability: P

***

--- P ---
{"formula": "C4H8N2", "method": "ωB97M-V/def2-TZVPD", "species": ["C", "C", "C", "C", "N", "N", "H", "H", "H", "H", "H", "H", "H", "H"], "positions_angstrom": [[-0.42, -0.21, -0.47], [-0.94, -0.88, -1.41], [-0.30, 1.23, -0.13], [0.74, -0.89, 0.75], [0.71, 1.46, 0.88], [1.01, 0.21, 1.59], [-0.66, -1.82, -1.47], [-1.45, -0.54, -2.30], [-0.08, 1.88, -0.99], [-1.28, 1.58, 0.35], [0.26, -1.78, 1.21], [1.67, -1.26, 0.26], [1.53, 1.67, 0.27], [0.49, 0.00, 2.52]], "smiles": "C=C1CNNC1", "homo_ev": -9.0, "spin_multiplicity": 1}

***

--- Q ---
{"formula": "C4H8N2", "method": "ωB97M-V/def2-TZVPD", "species": ["C", "C", "C", "C", "H", "H", "H", "H", "H", "H", "H", "H", "N", "N"], "positions_angstrom": [[-0.88, -1.12, 0.20], [1.44, -0.22, 0.21], [0.84, 1.16, 0.05], [-1.45, 0.26, -0.05], [-1.54, -1.85, -0.30], [-0.82, -1.23, 1.32], [0.53, -1.13, -1.37], [2.40, -0.27, -0.30], [1.63, -0.59, 1.28], [1.34, 2.12, -0.36], [-0.86, 2.18, -0.19], [-2.50, 0.54, 0.00], [0.52, -1.26, -0.34], [-0.50, 1.22, -0.03]], "homo_ev": -6.5, "spin_multiplicity": 1}

***

Last place for stability: P